DFT (ωB97M-V/def2-TZVPD) results for a cluster of 9 separate species, C42H59Cl2N11OPS in total.

Last column: Mulliken charge in e.
Element x y z (Å)
C: 7.6536 3.1176 4.7094  -1.1087
C: 6.1240 3.2335 4.7402  -0.3195
S: 5.4504 1.5614 4.9495  -0.0945
C: 3.6763 1.8621 4.7290  -1.6374
C: 3.0448 0.9961 3.6180  2.3327
C: 3.5021 -0.4573 3.7560  -0.8482
Cl: 2.6591 -1.3957 4.9456  -0.1744
C: 4.5049 -1.0519 3.0878  0.8706
C: 5.4099 -0.4579 2.0433  -1.5713
Cl: 4.8876 -2.6920 3.3983  -0.1731
C: 3.3763 1.5889 2.2394  -1.8098
N: 2.3479 2.5802 1.7896  -0.1390
C: 1.1511 2.0139 1.5935  0.1576
N: 0.3263 2.3961 0.6309  -0.2717
N: 0.7866 1.0046 2.4564  -0.2860
C: 1.4938 1.1211 3.7618  -0.1931
P: 0.8644 2.6444 4.6143  0.2369
O: 0.8237 2.4994 6.0825  -0.6934
H: 7.9621 2.0907 4.5166  0.2982
H: 8.0727 3.7439 3.9289  0.3296
H: 8.0799 3.3829 5.6722  0.3190
H: 5.8077 3.8395 5.5845  0.4055
H: 5.7500 3.6680 3.8157  0.2754
H: 3.1830 1.6592 5.6772  0.5654
H: 3.5909 2.9196 4.4832  0.6406
H: 6.3143 -1.0525 1.9767  0.5813
H: 4.9470 -0.5334 1.0585  0.3124
H: 5.7097 0.5613 2.2639  0.2375
H: 3.4374 0.8237 1.4704  0.4462
H: 4.3477 2.0735 2.2682  0.5325
H: 2.6525 3.1062 0.9810  0.3922
H: 0.3632 3.3162 0.2220  0.2568
H: -0.4121 1.7964 0.2933  0.1332
H: 0.9408 0.0859 2.0460  0.3705
H: 1.0824 0.3349 4.3848  0.4269
H: -0.3977 2.7945 4.0176  0.1061
H: 1.5947 3.7374 4.1381  0.0592
N: -0.7422 -0.6473 -1.1813  0.0668
C: -1.9633 -1.1992 -0.8826  -1.3794
C: -2.7689 -1.0470 -1.9744  -0.0499
C: -2.0077 -0.3860 -2.9777  -0.5995
C: -0.7605 -0.1490 -2.4621  -0.7172
H: 0.0456 -0.6326 -0.5629  0.1930
H: -2.1517 -1.6466 0.0795  0.8826
H: -3.7901 -1.3779 -2.0572  0.3804
H: -2.3408 -0.1209 -3.9672  0.7238
H: 0.1075 0.3210 -2.8933  0.4431
N: -0.3022 -0.4595 7.5708  0.1273
C: -0.6189 -0.8932 8.8255  -0.5351
C: -0.9911 -2.2091 8.7450  -0.4371
C: -0.8945 -2.5876 7.3814  -0.7240
C: -0.4666 -1.4875 6.6830  -0.3136
H: 0.0071 0.4730 7.3475  0.2153
H: -0.5507 -0.2309 9.6710  0.3899
H: -1.2968 -2.8307 9.5689  0.3989
H: -1.1127 -3.5552 6.9615  0.4280
H: -0.2696 -1.3736 5.6306  0.4501
N: 6.3647 -2.0468 -2.9179  0.0211
C: 5.6066 -2.5370 -1.8895  -0.7462
C: 6.4448 -2.7779 -0.8321  -0.2199
C: 7.7578 -2.4160 -1.2404  -0.5652
C: 7.6736 -1.9682 -2.5308  -0.4570
H: 6.0176 -1.7967 -3.8245  0.1898
H: 4.5459 -2.6834 -2.0010  0.4369
H: 6.1537 -3.1809 0.1243  0.5633
H: 8.6600 -2.4870 -0.6573  0.3966
H: 8.4320 -1.6108 -3.2051  0.3912
N: -1.5873 -4.4814 0.6444  0.1003
C: -2.5657 -5.3832 0.9617  -0.1856
C: -2.0788 -6.2014 1.9434  -0.5208
C: -0.7540 -5.7731 2.2344  -0.6518
C: -0.4785 -4.7106 1.4170  -0.4499
H: -1.6759 -3.7690 -0.0532  0.2884
H: -3.5181 -5.3615 0.4604  0.1795
H: -2.6101 -7.0165 2.4036  0.4071
H: -0.0816 -6.2012 2.9580  0.4111
H: 0.4083 -4.1078 1.3169  0.4714
N: -2.5515 2.8177 -2.8594  0.3161
C: -3.6026 3.3619 -2.1680  -0.6063
C: -3.9443 4.5391 -2.7776  -0.7617
C: -3.0677 4.7142 -3.8824  -0.2606
C: -2.2213 3.6368 -3.9076  -0.5699
H: -2.1007 1.9462 -2.6373  0.1005
H: -4.0213 2.8629 -1.3103  0.4726
H: -4.7382 5.1992 -2.4731  0.4158
H: -3.0688 5.5334 -4.5826  0.4703
H: -1.4219 3.3789 -4.5828  0.4199
N: -0.9075 6.6080 -6.0979  0.0329
C: -1.3637 6.0930 -7.2825  -0.3011
C: -1.4852 7.1281 -8.1686  -0.5302
C: -1.0857 8.3141 -7.4933  -0.4085
C: -0.7352 7.9611 -6.2190  -0.5146
H: -0.7320 6.0759 -5.2670  0.2183
H: -1.5627 5.0409 -7.3934  0.3510
H: -1.8230 7.0472 -9.1875  0.4029
H: -1.0609 9.3110 -7.8987  0.3934
H: -0.3811 8.5535 -5.3935  0.3674
N: -5.4868 -5.1963 -2.0615  0.1283
C: -6.2600 -5.9854 -1.2505  -0.5556
C: -6.8688 -6.9218 -2.0396  -0.4060
C: -6.4456 -6.6900 -3.3779  -0.5233
C: -5.5943 -5.6195 -3.3593  -0.4481
H: -4.9309 -4.4219 -1.7553  0.1760
H: -6.3119 -5.8122 -0.1892  0.3809
H: -7.5437 -7.6880 -1.6985  0.4105
H: -6.7360 -7.2463 -4.2526  0.4098
H: -5.0604 -5.1246 -4.1520  0.4302
N: -5.2141 -0.0457 -4.7783  0.0561
C: -5.9153 -0.8775 -3.9446  -0.4966
C: -6.4537 -1.8808 -4.7036  -0.5378
C: -6.0578 -1.6484 -6.0497  -0.5603
C: -5.2996 -0.5090 -6.0638  -0.4752
H: -4.7275 0.7841 -4.4926  0.1949
H: -5.9789 -0.6784 -2.8883  0.5178
H: -7.0654 -2.6889 -4.3388  0.5040
H: -6.3105 -2.2455 -6.9090  0.4179
H: -4.8197 0.0104 -6.8750  0.3978

Atoms 1-6, force components in eV/Å:
C -0.2 -0.2 0.1
C 0.2 -0.1 0.2
S 0.0 0.0 -0.2
C 0.5 -0.3 0.2
C -0.3 0.3 0.3
C 0.1 -0.4 -0.5

Its total charge is +1. As for the frontier orbital gap: 5.5 eV. As for the spin multiplicity: 1. The highest occupied orbital energy comes out at -0.3527 Ha. The max |F| is 0.01826 hartree/bohr.

=====

DFT (ωB97M-V/def2-TZVPD) results for a structure of composition C47H38ClN2O5SbSe4V at a distorted geometry.

Last column: Mulliken charge in e.
Element x y z (Å)
V: 0.0236 -1.4191 -0.2945  -0.4068
Cl: 4.0367 -5.9399 3.9135  -0.2504
C: 3.0149 -4.7684 3.1292  0.0691
C: 1.9196 -4.2501 3.8080  -0.8375
C: 1.1105 -3.3254 3.1794  -0.8271
C: 1.3817 -2.9043 1.8752  -0.1094
O: 0.5540 -2.0260 1.3244  0.6337
C: 2.5011 -3.4123 1.2003  0.9789
C: 2.9553 -2.9555 -0.1116  -0.7155
N: 2.4795 -1.9394 -0.7165  0.9436
C: 3.1071 -1.5103 -1.8925  -0.6493
C: 4.4704 -1.4037 -1.9984  -0.1131
C: 5.0753 -0.9757 -3.1962  -1.0959
C: 4.3078 -0.6601 -4.2795  -0.9417
C: 2.8982 -0.7435 -4.1976  1.4084
C: 2.0574 -0.4733 -5.3021  -0.9811
C: 0.7108 -0.6213 -5.1750  -1.2632
C: 0.1931 -1.0165 -3.9209  -0.9898
N: 0.9353 -1.2459 -2.8730  0.8865
C: 2.2842 -1.1411 -2.9942  -0.3216
C: 3.3002 -4.3597 1.8454  -1.3150
H: 1.7026 -4.5778 4.8152  0.4526
H: 0.2374 -2.9201 3.6739  0.4571
H: 3.7590 -3.5472 -0.5570  0.4681
H: 5.0884 -1.6255 -1.1377  0.6225
H: 6.1539 -0.9066 -3.2489  0.3989
H: 4.7611 -0.3533 -5.2141  0.4128
H: 2.5037 -0.1804 -6.2449  0.4169
H: 0.0390 -0.4652 -6.0071  0.5731
H: -0.8774 -1.1528 -3.7933  0.6706
H: 4.1565 -4.7691 1.3250  0.4641
C: -1.6882 3.5618 3.5864  -1.8428
C: -1.1347 2.1949 3.2539  1.6406
C: -0.6536 1.4355 4.4857  -1.5257
O: -0.0923 2.3460 2.3127  -0.4546
C: -0.0278 1.1495 1.5570  -0.1569
C: -1.4624 0.5222 1.7409  -1.0460
O: -2.1305 1.4540 2.5737  -0.2554
C: -2.4035 0.0051 0.6218  2.8851
O: -1.6627 -0.8372 -0.2336  -0.1209
C: -3.2132 0.9678 -0.2456  0.0264
C: -3.5727 2.2541 0.1269  0.3631
C: -4.4583 2.9880 -0.6532  -1.0081
C: -4.9915 2.4508 -1.8110  -0.6908
C: -4.6266 1.1673 -2.1954  -0.9016
C: -3.7523 0.4317 -1.4167  -0.9012
C: -3.4367 -0.8871 1.3384  0.1446
C: -3.3415 -2.2720 1.2708  -0.3550
C: -4.2679 -3.0699 1.9310  -1.0527
C: -5.2913 -2.4947 2.6650  -0.5443
C: -5.3909 -1.1110 2.7316  -1.0212
C: -4.4738 -0.3127 2.0693  -0.3609
C: 0.6932 1.4153 0.2034  1.5170
O: 0.8252 0.2031 -0.5161  1.3300
C: 0.0726 2.4762 -0.6966  0.0636
C: -0.2429 2.1469 -2.0084  -0.2928
C: -0.6913 3.1133 -2.8976  -0.5113
C: -0.8264 4.4282 -2.4894  -0.7914
C: -0.5223 4.7681 -1.1792  -1.1634
C: -0.0803 3.8033 -0.2890  0.1917
C: 2.1525 1.7672 0.5618  0.7094
C: 2.7957 2.9435 0.2036  -0.7247
C: 4.1332 3.1484 0.5265  -0.9552
C: 4.8500 2.1790 1.2042  -0.7633
C: 4.2236 0.9874 1.5454  -0.8796
C: 2.8950 0.7842 1.2207  0.3327
H: -0.9106 4.1728 4.0435  0.4279
H: -2.5220 3.4691 4.2814  0.3690
H: -2.0322 4.0459 2.6734  0.3757
H: 0.0857 2.0291 5.0231  0.4208
H: -0.1925 0.4876 4.2070  0.1557
H: -1.4983 1.2292 5.1426  0.3588
H: 0.6363 0.4490 2.0718  -0.1058
H: -1.2778 -0.3956 2.3152  0.4710
H: -3.1763 2.6828 1.0337  0.4118
H: -4.7218 3.9940 -0.3503  0.4432
H: -5.6811 3.0279 -2.4148  0.3800
H: -5.0329 0.7319 -3.0998  0.4564
H: -3.4846 -0.5759 -1.7074  0.5438
H: -2.5557 -2.7327 0.6851  0.2839
H: -4.1869 -4.1471 1.8581  0.4856
H: -6.0142 -3.1186 3.1753  0.3976
H: -6.1936 -0.6504 3.2945  0.4104
H: -4.5661 0.7643 2.1129  0.3994
H: -0.1099 1.1256 -2.3355  -0.2015
H: -0.9364 2.8301 -3.9137  0.4895
H: -1.1781 5.1823 -3.1828  0.3972
H: -0.6221 5.7948 -0.8472  0.4438
H: 0.1777 4.0872 0.7190  0.7277
H: 2.2706 3.7063 -0.3505  0.4866
H: 4.6144 4.0728 0.2317  0.4348
H: 5.8919 2.3403 1.4516  0.3987
H: 4.7753 0.2062 2.0544  0.4962
H: 2.4364 -0.1694 1.4501  -0.3440
Se: -1.1258 -3.8962 -5.6156  -0.5812
Sb: 0.2857 -4.9439 -4.0300  0.7304
Se: -0.1762 -3.2398 -1.4727  0.0686
Se: 2.6430 -4.6772 -4.1437  -0.5600
Se: -0.6682 -6.4011 -2.3937  -0.5959

Atoms 1-6, force components in eV/Å:
V 0.7 -0.1 -0.9
Cl 0.0 0.0 0.0
C 0.0 0.0 0.0
C 0.0 0.0 -0.1
C 0.0 -0.1 0.0
C -0.2 0.0 -0.1

Its total charge is -1. For the energy above the lowest of the compared OMol25 structures with the same formula, charge and spin, the calculation gives 0.0 kcal per mole. As for the frontier orbital gap: 6.3 eV. As for the spin multiplicity: 1. The highest occupied orbital energy comes out at -0.1785 Ha. The max |F| is 0.02262 hartree/bohr.

=====

DFT (ωB97M-V/def2-TZVPD) results for a cluster of 3 separate species, C22H39N3O13S in total at a distorted geometry.

Last column: Mulliken charge in e.
Element x y z (Å)
C: 3.1517 -2.2699 0.9186  -0.9036
N: 2.5289 -1.2119 0.0721  0.0219
C: 3.4890 -0.8587 -0.9706  -1.3696
C: 2.3288 -0.0902 0.9893  0.0494
O: 3.2612 0.4998 1.4578  -0.5614
C: 0.8838 0.1737 1.3293  -1.1774
C: 0.3893 1.6310 1.3163  1.9286
C: -0.4441 1.9738 2.5783  -1.4308
C: -1.9550 2.1615 2.3598  -1.2117
C: -2.7519 0.8237 2.2423  -0.6457
C: -3.6053 0.8699 0.9594  -0.5276
C: -4.7161 -0.1749 0.9720  -0.4118
N: -5.5470 -0.0034 -0.2486  -0.6774
O: -0.6022 1.5849 0.2153  -0.6253
C: -0.6064 2.7534 -0.4555  0.5988
O: -1.1371 3.0104 -1.4886  -0.5494
O: 0.1481 3.6172 0.3657  -0.5074
C: 1.2451 2.7709 0.6893  0.3171
O: 1.7157 2.4124 -0.6338  -0.3301
C: 3.0016 2.5260 -0.8309  0.7448
N: 4.0844 2.9184 -1.0199  -0.5539
S: 2.2893 3.8954 1.7074  1.5317
C: 2.5587 5.3284 0.6485  -1.1084
O: 1.5798 4.3700 2.8622  -0.7323
O: 3.5570 3.3415 2.0656  -0.6466
H: 2.9235 -2.0997 1.9671  0.3608
H: 2.7822 -3.2564 0.6498  0.3065
H: 4.2377 -2.2677 0.8207  0.3655
H: 3.7461 -1.7807 -1.4880  0.3960
H: 4.4258 -0.4463 -0.5971  0.5289
H: 3.0202 -0.2347 -1.7298  0.3803
H: 0.7049 -0.3137 2.2845  0.3759
H: 0.2994 -0.3955 0.6171  0.3812
H: -0.3587 1.1502 3.2799  0.4347
H: -0.0944 2.8492 3.1181  0.5302
H: -2.3043 2.6184 3.2862  0.6165
H: -2.2091 2.8665 1.5767  0.5858
H: -3.3936 0.7066 3.1094  0.5345
H: -2.0167 0.0265 2.1661  0.3083
H: -4.0118 1.8620 0.7854  0.3908
H: -2.9323 0.5821 0.1541  0.1677
H: -5.3279 -0.0839 1.8664  0.2739
H: -4.2458 -1.1593 0.9154  0.2650
H: -5.7457 -0.9093 -0.6484  0.2096
H: -4.9421 0.4740 -0.9047  0.2553
H: 3.5564 5.7121 0.8030  0.4084
H: 2.3470 5.0727 -0.3848  0.3692
H: 1.8046 6.0520 0.9361  0.4136
C: 10.2144 -1.0627 -3.9825  -1.1054
C: 8.9090 -1.2942 -4.7141  -0.1647
O: 7.7813 -1.1686 -3.8375  -0.3724
C: 7.4339 0.0827 -3.5301  0.6889
O: 7.9662 1.0833 -3.9306  -0.5646
O: 6.4012 0.0288 -2.6931  -0.2605
C: 5.9657 1.3072 -2.1979  0.1151
H: 10.2875 -1.7215 -3.1160  0.2891
H: 11.0609 -1.2499 -4.6433  0.3548
H: 10.2834 -0.0386 -3.6182  0.3170
H: 8.8756 -2.3129 -5.0967  0.2881
H: 8.8018 -0.6217 -5.5650  0.3162
H: 5.7633 1.9972 -3.0133  0.3590
H: 6.7171 1.7203 -1.5269  0.3767
H: 5.0666 1.1351 -1.6500  -0.7191
C: -9.0974 -4.0878 3.0958  -1.1160
C: -9.6635 -3.0820 2.1158  -0.1974
O: -8.7058 -2.7278 1.1081  -0.3426
C: -8.5316 -3.6274 0.1445  0.7238
O: -9.1015 -4.6802 0.0403  -0.5581
O: -7.5936 -3.1646 -0.6848  -0.2488
C: -7.2335 -4.0774 -1.7237  -0.7071
H: -8.1633 -3.7197 3.5226  0.2858
H: -9.8064 -4.2757 3.9020  0.3699
H: -8.8784 -5.0348 2.6041  0.3152
H: -9.9043 -2.1559 2.6342  0.3115
H: -10.5807 -3.4454 1.6528  0.3159
H: -8.1091 -4.4132 -2.2743  0.3068
H: -6.6985 -4.9290 -1.3057  0.3336
H: -6.5733 -3.5421 -2.4009  0.2086

Atoms 1-6, force components in eV/Å:
C -0.2 -0.2 -0.1
N 0.3 0.1 1.0
C -0.2 -0.6 -0.6
C 0.5 -0.5 -0.7
O -0.3 0.6 0.1
C 0.5 -0.1 -0.2

Its SMILES is CN(C)C(=O)C[C@]1(CCCCCN)OC(=O)O[C@@]1(OC#N)S(C)(=O)=O.CCOC(=O)OC.CCOC(=O)OC. As for the frontier orbital gap: 9.7 eV. As for the spin multiplicity: 1. The highest occupied orbital energy comes out at -0.3408 Ha. The max |F| is 0.07212 hartree/bohr.